Formula: C32H38ClN2O10Ti
Source: the OMol25 dataset
Level of theory: ωB97M-V/def2-TZVPD

Results
net charge = -1
E_tot = -3413.92066 hartree
HOMO energy = -4.15 eV
gap between HOMO and LUMO = 6.584 eV

CARTESIAN COORDINATES (ANGSTROEM)
Ti  0.464  0.203  0.636
O  4.179  -2.561  -0.464
C  3.134  -2.119  0.279
O  3.265  -1.510  1.300
C  1.826  -2.486  -0.396
O  0.726  -2.428  0.438
C  0.750  -3.075  1.705
C  0.474  -2.065  2.780
O  0.344  -2.454  3.932
O  0.348  -0.887  2.313
H  4.969  -2.203  -0.031
H  1.931  -3.464  -0.877
H  1.658  -1.733  -1.160
H  1.684  -3.589  1.931
H  -0.057  -3.813  1.739
C  -0.342  3.819  -0.408
O  0.411  2.782  -0.983
C  -0.174  1.484  -0.951
C  -1.468  1.415  -1.723
H  -0.584  3.614  0.634
H  -1.274  3.999  -0.959
H  0.267  4.723  -0.451
H  -2.336  1.743  -1.141
H  -1.642  0.385  -2.029
H  -1.401  2.047  -2.617
C  -0.886  0.388  -5.983
C  -0.014  -0.760  -5.559
C  -0.024  -1.970  -6.236
C  0.774  -3.021  -5.813
Cl  0.739  -4.539  -6.690
C  1.579  -2.884  -4.701
C  1.598  -1.679  -4.009
C  0.824  -0.613  -4.446
O  0.802  0.618  -3.880
C  1.615  0.900  -2.739
C  0.885  0.505  -1.465
O  0.328  -0.721  -1.402
O  1.910  0.515  -0.333
H  -1.522  0.101  -6.821
H  -0.285  1.252  -6.276
H  -1.516  0.719  -5.155
H  -0.662  -2.097  -7.103
H  2.183  -3.716  -4.361
H  2.181  -1.590  -3.108
H  1.781  1.973  -2.746
H  2.581  0.386  -2.793
C  -2.665  -1.740  2.885
N  -2.709  -2.348  1.560
C  -3.309  -3.665  1.467
C  -2.106  -1.751  0.516
C  -2.019  -2.473  -0.804
O  -1.628  -0.620  0.648
H  -3.678  -1.528  3.233
H  -2.098  -0.816  2.843
H  -2.169  -2.416  3.585
H  -4.122  -3.729  2.190
H  -2.588  -4.456  1.698
H  -3.722  -3.846  0.479
H  -2.990  -2.435  -1.306
H  -1.729  -3.517  -0.681
H  -1.279  -1.948  -1.403
C  -3.160  1.993  4.193
C  -3.197  2.053  2.808
C  -2.026  1.978  2.063
C  -0.783  1.850  2.682
C  -0.760  1.781  4.080
C  -1.926  1.848  4.822
N  0.408  1.756  1.922
C  1.480  2.558  2.317
C  2.806  2.161  2.094
C  3.865  2.981  2.444
C  3.652  4.219  3.039
C  2.343  4.622  3.270
C  1.276  3.812  2.913
H  -4.072  2.049  4.774
H  -4.145  2.158  2.293
H  -2.066  2.017  0.984
H  0.194  1.656  4.575
H  -1.871  1.777  5.902
H  3.006  1.197  1.646
H  4.876  2.638  2.259
H  4.485  4.850  3.320
H  2.144  5.586  3.724
H  0.263  4.154  3.087

Atoms 1-2, force components in eV/Å:
Ti -1.3 -0.4 0.5
O 0.2 0.2 0.1